1.
Formula: C20H29N5O4S2
Source: OMol25
Level of theory: ωB97M-V/def2-TZVPD

```
! RIJCOSX wB97M-V def2-TZVPD def2/J DEFGRID3
* xyz 0 1
C 2.325 3.291 2.656
C 3.320 2.768 3.636
O 2.685 2.034 4.730
C 2.047 3.005 5.716
C 0.685 3.190 5.456
H 0.081 3.965 6.196
H 0.203 3.437 4.594
C -0.061 1.699 5.919
N 0.505 0.597 5.243
C 1.103 -0.290 5.788
O 1.055 -0.706 7.125
C 2.009 -1.313 4.977
H 2.680 -0.440 4.182
H 2.439 -1.993 5.470
S 1.017 -2.254 3.762
C 0.498 -1.084 2.561
N 0.804 0.304 2.397
N 0.423 0.670 1.287
C 0.031 -0.530 0.436
N -0.043 -1.573 1.340
C -0.136 -2.921 0.943
H 0.293 -3.620 1.637
H -0.156 -3.147 -0.114
H -1.425 -3.164 1.287
C -0.269 -0.477 -0.851
C 0.096 0.694 -1.707
C -0.288 1.090 -2.967
C -1.343 -0.054 -3.440
C -2.017 -0.782 -2.544
C -1.578 -0.989 -1.361
H -1.985 -1.882 -0.718
H -2.612 -1.428 -3.059
S -1.928 0.258 -5.133
O -3.274 0.323 -5.148
O -1.254 1.529 -5.659
N -1.353 -1.325 -5.753
C 0.264 -1.063 -6.281
H 0.494 -1.616 -5.542
H 0.406 -0.016 -6.074
C 0.028 -1.534 -7.544
H 0.604 -0.711 -8.352
H 0.243 -2.480 -7.590
C -1.353 -1.276 -8.008
H -1.595 -0.154 -8.313
H -1.530 -2.038 -8.849
C -2.077 -1.701 -6.975
H -2.079 -2.724 -6.765
H -3.130 -1.254 -6.874
H 0.179 1.556 -3.598
H 0.866 1.301 -1.060
H 0.609 0.712 4.185
H -0.028 1.481 6.961
H -1.211 1.707 5.495
H 2.116 2.659 6.719
H 2.328 4.075 5.651
H 3.749 3.554 4.172
H 4.095 2.053 3.374
H 2.981 3.619 1.928
H 1.709 2.389 2.356
H 1.516 4.182 2.951
*
```

Results
DFT total energy   -58503.2725 eV
Frontier orbital gap   6.473 eV
Energy relative to the best compared isomer or geometry (same formula, charge and spin)   441.3 kcal per mole
HOMO level   -7.68 eV

2.
Formula: C20H29N6O8
Source: OMol25
Level of theory: ωB97M-V/def2-TZVPD

```
! RIJCOSX wB97M-V def2-TZVPD def2/J DEFGRID3
* xyz -1 1
O 0.908 -3.587 -2.848
O -3.503 -5.118 -0.116
O 0.335 -2.943 1.910
O -4.849 -3.505 0.579
N 3.482 2.370 -1.197
N 1.671 0.011 0.733
N 3.937 -0.660 0.928
O -1.471 6.314 -1.518
O -1.959 1.679 1.010
O -0.476 3.440 -1.182
O -1.714 4.033 2.143
C 0.253 -3.666 -1.818
C -3.952 -3.953 -0.165
C -0.655 -3.190 1.226
C 2.243 2.790 -1.337
C 2.629 -0.813 1.188
C 2.074 1.020 -0.030
C 4.318 0.352 0.143
C 3.383 1.247 -0.370
N -1.451 -4.214 1.542
N 1.339 2.022 -0.614
N -0.108 -2.542 -1.202
C -0.090 -5.030 -1.264
C 5.777 0.517 -0.158
C -1.237 -5.110 2.673
C 0.739 6.040 -0.671
C -3.255 -2.977 -1.114
C -0.123 2.190 -0.556
C -0.748 5.794 -0.402
C -0.644 2.267 0.893
C -1.109 4.305 -0.220
C -0.722 3.761 1.151
C -2.402 -1.947 -0.353
C -0.936 -2.295 -0.004
H -1.326 5.739 -2.291
H -1.915 0.703 0.986
H -2.413 3.352 2.047
H 1.967 3.640 -1.951
H 2.342 -1.642 1.827
H -2.232 -4.445 0.932
H 0.257 -1.724 -1.659
H 0.448 -5.186 -0.331
H -1.160 -5.110 -1.097
H 0.209 -5.788 -1.984
H 6.233 1.184 0.577
H 5.913 0.942 -1.156
H 6.282 -0.452 -0.119
H -0.238 -5.543 2.613
H -1.983 -5.906 2.643
H -1.336 -4.552 3.605
H 0.939 7.115 -0.689
H 1.028 5.622 -1.639
H 1.359 5.589 0.108
H -4.023 -2.434 -1.670
H -2.646 -3.503 -1.851
H -0.601 1.353 -1.077
H -1.044 6.339 0.502
H 0.036 1.795 1.609
H -2.196 4.208 -0.328
H 0.253 4.147 1.466
H -2.361 -1.054 -0.980
H -2.916 -1.649 0.561
H -0.557 -1.343 0.364
*
```

Results
DFT total energy   -46534.5718 eV
Frontier orbital gap   7.392 eV
HOMO level   -5.22 eV

3.
Formula: C20H29NO4
Source: OMol25
Level of theory: ωB97M-V/def2-TZVPD

```
! RIJCOSX wB97M-V def2-TZVPD def2/J DEFGRID3
* xyz 0 1
C -6.410 -4.348 1.034
C -6.649 -3.217 0.041
C -5.529 -2.180 0.082
C -5.778 -1.039 -0.904
C -4.622 -0.043 -0.985
C -4.482 0.806 0.280
O -3.468 1.782 0.165
C -2.149 1.416 0.225
C -1.717 0.142 0.579
C -0.376 -0.175 0.660
C 0.601 0.780 0.389
C 2.003 0.410 0.483
C 3.055 1.213 0.312
C 4.460 0.792 0.544
O 5.142 1.338 1.394
N 4.950 -0.216 -0.220
C 4.292 -0.892 -1.312
C 4.227 -2.393 -0.998
O 5.513 -2.916 -0.762
C 6.148 -2.252 0.311
C 6.271 -0.751 0.039
C 0.170 2.054 0.028
C -1.173 2.393 -0.063
O -1.382 3.690 -0.426
C -2.673 4.195 -0.679
H -6.358 -3.961 2.049
H -7.217 -5.076 0.986
H -5.475 -4.857 0.814
H -7.600 -2.728 0.269
H -6.723 -3.629 -0.968
H -5.453 -1.785 1.097
H -4.582 -2.667 -0.161
H -6.692 -0.511 -0.626
H -5.933 -1.466 -1.898
H -3.688 -0.578 -1.174
H -4.787 0.636 -1.825
H -4.321 0.182 1.166
H -5.395 1.387 0.434
H -2.438 -0.626 0.808
H -0.088 -1.177 0.943
H 2.174 -0.631 0.731
H 2.936 2.273 0.142
H 3.294 -0.485 -1.470
H 4.889 -0.751 -2.222
H 3.822 -2.949 -1.845
H 3.588 -2.556 -0.116
H 7.133 -2.711 0.410
H 5.577 -2.409 1.238
H 6.687 -0.228 0.901
H 6.910 -0.586 -0.836
H 0.877 2.835 -0.198
H -2.514 5.228 -0.990
H -3.171 3.648 -1.483
H -3.300 4.176 0.214
*
```

Results
DFT total energy   -30889.5252 eV
Frontier orbital gap   8.537 eV
Energy relative to the best compared isomer or geometry (same formula, charge and spin)   54.9 kcal per mole
HOMO level   -7.97 eV

4.
Formula: C20H30BFIN3O9P2
Source: OMol25
Level of theory: ωB97M-V/def2-TZVPD

```
! RIJCOSX wB97M-V def2-TZVPD def2/J DEFGRID3
* xyz 0 1
C 3.239 -0.635 3.998
C 2.686 0.601 3.283
C 1.209 0.803 3.573
F 0.978 0.612 4.943
C 0.614 2.130 3.120
C 0.873 2.247 1.611
O -0.808 2.191 3.206
C -1.610 1.255 3.919
C -2.969 1.177 3.222
B -4.144 1.995 3.885
O -3.924 2.977 4.839
O -5.440 1.821 3.462
C 1.159 3.424 3.827
N 2.335 4.003 3.115
P 2.117 5.416 2.228
O 1.887 5.291 0.779
P 1.671 3.680 5.624
O 2.770 2.486 5.927
I -0.139 2.893 7.024
H 2.443 -1.352 4.199
H 3.977 -1.143 3.379
H 3.699 -0.386 4.953
H 3.266 1.494 3.515
H 2.778 0.447 2.207
H 0.660 0.007 3.059
H 1.927 2.285 1.353
H 0.372 3.131 1.225
H 0.419 1.371 1.145
H -1.741 1.604 4.944
H -1.154 0.270 3.976
H -2.837 1.610 2.223
H -3.240 0.134 3.036
H -4.005 2.672 5.748
H -5.537 1.005 2.955
H 0.316 4.121 3.739
H 3.122 4.161 3.737
H 1.078 6.082 2.903
H 3.279 6.125 2.580
H 3.629 2.700 5.536
O -1.292 -0.087 0.458
N -0.680 -1.135 0.482
O -0.349 -1.711 1.502
C -0.298 -1.741 -0.805
C -0.631 -1.080 -1.973
C -0.258 -1.650 -3.181
C 0.432 -2.854 -3.195
C 0.751 -3.500 -2.008
C 0.386 -2.943 -0.794
H -1.168 -0.145 -1.935
H -0.504 -1.152 -4.108
H 0.726 -3.290 -4.142
H 1.289 -4.439 -2.025
H 0.623 -3.424 0.143
O -1.702 -1.799 -5.987
N -1.651 -1.754 -7.202
O -1.918 -0.779 -7.868
C -1.231 -2.979 -7.910
C -0.968 -4.117 -7.170
C -0.584 -5.266 -7.843
C -0.468 -5.258 -9.227
C -0.735 -4.101 -9.946
C -1.123 -2.945 -9.287
H -1.070 -4.100 -6.095
H -0.378 -6.169 -7.285
H -0.170 -6.158 -9.747
H -0.643 -4.096 -11.024
H -1.337 -2.033 -9.825
*
```

Results
DFT total energy   -74194.3887 eV
Frontier orbital gap   7.898 eV
HOMO level   -8.68 eV